{"formula": "C25H76N8O12", "method": "ωB97M-V with the def2-TZVPD basis set", "spin_multiplicity": 1, "smiles": "COC[C@H](C)N.COC[C@H](C)N.NC(N)=O.NC(N)=O.NC(N)=O.CCO.CCO.CCO.CCO.CCO.CCO.CCO", "total_charge": 0, "de_lowest_ev": 0.000, "symbols": ["C", "O", "C", "C", "C", "N", "H", "H", "H", "H", "H", "H", "H", "H", "H", "H", "H", "C", "O", "C", "C", "C", "N", "H", "H", "H", "H", "H", "H", "H", "H", "H", "H", "H", "N", "C", "N", "O", "H", "H", "H", "H", "N", "C", "N", "O", "H", "H", "H", "H", "N", "C", "N", "O", "H", "H", "H", "H", "C", "C", "O", "H", "H", "H", "H", "H", "H", "C", "C", "O", "H", "H", "H", "H", "H", "H", "C", "C", "O", "H", "H", "H", "H", "H", "H", "C", "C", "O", "H", "H", "H", "H", "H", "H", "C", "C", "O", "H", "H", "H", "H", "H", "H", "C", "C", "O", "H", "H", "H", "H", "H", "H", "C", "C", "O", "H", "H", "H", "H", "H", "H"], "positions_angstrom": [[10.614752, 16.996965, 7.304534], [10.376441, 15.740825, 6.758527], [10.186788, 14.753563, 7.736860], [8.930926, 15.025831, 8.595780], [8.687153, 13.860725, 9.542736], [7.707872, 15.206344, 7.784749], [11.109214, 16.895696, 8.276459], [9.650377, 17.502698, 7.467303], [11.276042, 17.586816, 6.689507], [10.122032, 13.794337, 7.170517], [11.053315, 14.805161, 8.405228], [9.201241, 15.953243, 9.119105], [9.592659, 13.643578, 10.087390], [8.566591, 12.949126, 8.962817], [7.822759, 13.944037, 10.186589], [7.469893, 14.273428, 7.384336], [7.895105, 15.802255, 6.989412], [7.254183, 14.051080, 19.064825], [8.044948, 14.754849, 18.176485], [9.123633, 13.904874, 17.779112], [9.812094, 14.598318, 16.617241], [8.843804, 14.513347, 15.370494], [11.094694, 14.032833, 16.311863], [7.633566, 14.205786, 20.061142], [7.302793, 12.984883, 18.919028], [6.237668, 14.394869, 18.934667], [9.818303, 13.681159, 18.591994], [8.629359, 12.960620, 17.516111], [9.905583, 15.655567, 16.913948], [9.485587, 14.765080, 14.498735], [7.994896, 15.207967, 15.449390], [8.421532, 13.554159, 15.083274], [11.610591, 14.601974, 15.690582], [11.707884, 13.883081, 17.118364], [11.309709, 12.299028, 12.083374], [12.050659, 13.360526, 11.757340], [12.370884, 14.145291, 12.748199], [12.429714, 13.567854, 10.598753], [10.895879, 11.810534, 11.295553], [11.009462, 12.086506, 13.002456], [13.246013, 14.600502, 12.635215], [12.087162, 13.931675, 13.689108], [12.288214, 11.082699, 8.665531], [11.555482, 10.196691, 7.984347], [12.263242, 9.433416, 7.091425], [10.370934, 9.941499, 8.216002], [11.780095, 11.921452, 8.891431], [13.277629, 11.068522, 8.534262], [11.744017, 8.599427, 6.846017], [13.273772, 9.354273, 7.155957], [16.449722, 16.951854, 10.283322], [15.677853, 15.950421, 10.786435], [14.558223, 15.566139, 10.067267], [15.972499, 15.522219, 11.850412], [15.919803, 17.500694, 9.597037], [16.784057, 17.478165, 11.109213], [14.473819, 15.830194, 9.097641], [14.055487, 14.741748, 10.347551], [13.923056, 17.230614, 15.781243], [12.392400, 17.243854, 15.648762], [11.911410, 16.209013, 14.768136], [14.339116, 17.358675, 14.777462], [14.200350, 16.214738, 16.087908], [14.322868, 18.041130, 16.360727], [12.030579, 18.147991, 15.135466], [11.875919, 17.164378, 16.620362], [11.493051, 16.648773, 13.987647], [15.595081, 10.900480, 11.868423], [15.521128, 12.366644, 11.637812], [15.125826, 12.988705, 12.834272], [14.719997, 10.538589, 12.404362], [16.441402, 10.653166, 12.539726], [15.759427, 10.321647, 10.951486], [14.822045, 12.654170, 10.802813], [16.464534, 12.801219, 11.296629], [15.495031, 13.887986, 12.784249], [11.231060, 7.331774, 11.369662], [12.577640, 8.017831, 11.271264], [12.966691, 8.043885, 9.899975], [10.911384, 7.033125, 12.363116], [11.139148, 6.478748, 10.690167], [10.473542, 8.054967, 11.043309], [13.346724, 7.558345, 11.874862], [12.484172, 9.034852, 11.671048], [12.323861, 8.485063, 9.356071], [8.642593, 17.692023, 11.224747], [9.182203, 17.024156, 12.469852], [10.454006, 17.637835, 12.802075], [7.792389, 17.146719, 10.837762], [9.362894, 17.752448, 10.353983], [8.424877, 18.709184, 11.541528], [9.336210, 15.911040, 12.384186], [8.521637, 17.170960, 13.269969], [11.058655, 17.499139, 12.063813], [6.702214, 11.203802, 12.172124], [8.040806, 11.292667, 12.767737], [7.995880, 11.215835, 14.183396], [6.106283, 10.315641, 12.276168], [6.875890, 11.235260, 11.093409], [6.021751, 12.034567, 12.439488], [8.532126, 12.223355, 12.425980], [8.661891, 10.435555, 12.430527], [8.865797, 11.434206, 14.497273], [14.709949, 12.927542, 7.245618], [15.662417, 12.101910, 7.988373], [15.156348, 10.749043, 8.088147], [14.570097, 12.469221, 6.272949], [15.120722, 13.944010, 7.093458], [13.720244, 12.859699, 7.670882], [15.885568, 12.445466, 9.005758], [16.614278, 12.102408, 7.465670], [15.767121, 10.222262, 8.581042], [11.075715, 9.359197, 14.533615], [11.240647, 10.509024, 15.481712], [10.685512, 11.687400, 14.975639], [11.325632, 8.435099, 15.007254], [11.717926, 9.504057, 13.593911], [10.001591, 9.356834, 14.301377], [12.321033, 10.677520, 15.741616], [10.722473, 10.243369, 16.447863], [10.855771, 12.430674, 15.601672]], "forces_ev_per_a": [[-0.5, 0.3, 0.8], [0.2, -0.1, -1.0], [-0.4, -0.5, 0.1], [-0.2, -0.4, -0.7], [0.7, -0.2, -0.5], [0.2, -0.9, 0.0], [0.1, 0.1, 0.2], [0.3, 0.3, 0.0], [0.0, 0.1, -0.5], [0.1, 0.5, 0.6], [0.1, -0.6, 0.1], [-0.7, -0.2, 0.2], [0.3, 0.2, 0.7], [-0.3, -0.2, -0.3], [-0.1, 0.3, 0.2], [0.2, 1.0, 0.4], [0.1, 0.1, -0.1], [-0.5, 0.3, 0.6], [1.3, -0.3, -0.8], [-0.5, 0.3, -0.3], [-1.9, 0.1, -0.4], [1.3, 0.9, -0.5], [0.5, -1.9, 1.0], [-0.2, 0.2, 0.8], [-0.2, -0.6, -0.4], [-0.3, 0.0, 0.3], [0.1, 0.2, 0.4], [0.6, -0.1, -0.4], [-0.1, -0.1, -0.2], [-0.5, 0.3, 0.3], [0.5, 0.0, 0.1], [0.1, -0.5, 0.7], [0.3, 1.0, -0.9], [-0.6, 0.2, 0.0], [-0.8, -0.9, -1.8], [-0.2, -1.4, -1.3], [0.2, 1.8, 1.9], [0.2, 0.2, -0.7], [0.1, 0.0, 0.4], [-0.2, -0.1, 1.0], [0.5, 0.5, 0.2], [0.2, -0.1, 0.0], [-0.7, 0.8, 0.3], [-0.6, -1.7, 0.2], [-0.1, -0.7, -0.4], [0.2, 0.7, -0.4], [0.5, 0.2, 0.6], [0.5, 0.3, 0.0], [0.4, 0.1, -0.1], [-0.3, 0.2, 0.0], [-0.3, 1.6, -0.7], [-1.7, 0.3, -2.2], [1.1, 0.6, 0.0], [0.3, -2.0, 3.3], [0.8, 0.1, 0.5], [0.0, -0.2, -1.2], [0.0, -0.1, 0.1], [-0.4, -0.4, 0.1], [-1.0, -0.9, -1.3], [-0.5, 0.6, -0.8], [0.4, 0.2, -0.2], [0.0, -0.1, 0.0], [0.3, 0.4, 0.4], [0.1, 0.1, 0.7], [0.3, 0.3, 0.7], [0.3, -0.1, -0.3], [0.1, -0.4, 0.7], [0.9, -1.0, 0.4], [-0.5, 1.0, -1.2], [0.2, 0.5, 0.4], [-0.3, 0.0, -0.3], [-0.3, 0.3, -0.3], [-0.3, 0.1, 0.1], [0.1, -0.6, 0.7], [0.4, -0.3, 0.1], [-0.2, -0.1, 0.1], [-0.8, 0.3, -0.2], [-0.8, 0.4, -0.4], [1.4, -0.5, 0.6], [0.3, -0.1, 0.3], [0.3, 0.0, 0.2], [0.0, -0.1, -0.1], [0.4, -0.5, -0.3], [0.1, 0.1, -0.2], [-0.6, 0.3, 0.0], [0.8, 0.0, -0.6], [1.9, -1.3, -1.7], [-0.1, -0.2, 0.5], [-0.5, 0.2, 0.0], [-0.4, -0.2, 1.1], [-0.4, 0.1, -0.4], [-0.2, 0.9, -0.2], [-0.7, 0.4, 1.3], [-0.2, 0.0, -0.1], [-1.4, 0.8, -1.4], [1.3, -0.7, 0.7], [-1.1, 0.1, -0.2], [0.2, -0.8, 0.7], [-0.2, 0.3, -0.2], [0.5, -0.2, -0.1], [-0.1, -0.2, 0.2], [-0.2, 0.4, -0.3], [1.0, 0.2, 0.5], [-0.5, 0.4, -0.9], [1.3, -1.1, 1.1], [-0.6, 0.9, -0.8], [0.2, 0.1, -0.5], [-0.6, -0.4, 0.2], [-0.2, 0.8, 0.4], [-0.3, 0.2, -0.2], [0.3, -0.2, -0.2], [0.5, -0.5, 0.5], [0.1, 1.1, -1.6], [1.0, -0.5, 2.0], [-0.3, 0.1, -0.7], [0.3, -0.6, 0.3], [-1.1, -0.3, 1.3], [0.3, -0.3, -0.4], [-0.7, -0.2, -0.2], [0.4, 0.2, -0.7], [0.0, 0.4, -0.1]], "mulliken_charge": [-0.6403, -0.4874, -0.5179, 1.7675, -1.4386, -0.7548, 0.1388, 0.2793, 0.3387, 0.2321, 0.2755, -0.7462, -0.0165, 0.5246, 0.4645, 0.3420, 0.2959, -0.7771, -0.3289, -0.6200, 0.5752, -1.0099, -0.3165, 0.2910, 0.3491, 0.2614, 0.4375, 0.2915, 0.1753, -0.1829, 0.5293, 0.2544, -0.3794, 0.2913, 1.2679, -0.7346, 0.3709, -0.3962, 0.1794, -0.5253, 0.0790, -0.1507, 0.6205, 0.1015, -0.3701, -0.6826, -0.2224, -0.0318, 0.2958, 0.2370, -0.5874, 0.5005, -0.0244, -0.6397, 0.2263, 0.3073, 0.2294, -0.2003, -1.1898, -0.2208, -0.1214, 0.2393, 0.2817, 0.4011, 0.4256, 0.2429, 0.1665, -1.1993, 0.6637, -0.5713, 0.1467, 0.3748, 0.1526, -0.4388, 0.5903, 0.4008, -1.1398, 0.3424, -0.5482, 0.3747, 0.3132, 0.2666, 0.3601, -0.2687, 0.3733, -1.1943, 0.3673, -0.5530, 0.4101, 0.1244, 0.3880, -0.3005, 0.3970, 0.2371, -1.5157, 1.2237, -0.5899, 0.3932, 0.3576, 0.3230, -0.2387, -0.1557, 0.1657, -0.6468, 0.1657, -0.5823, 0.4058, 0.2971, -0.1338, -0.2033, 0.4339, 0.2339, -0.6379, -0.4459, -0.3985, 0.5297, -0.1749, 0.2600, 0.3536, 0.2811, 0.2567]}